Entry 1:
The following is a quantum chemistry calculation of 15 unconnected molecules or ions with the total composition C18H66N2O15 at a distorted geometry, from OMol25.

## Properties
- orbital gap (eV) = 9.195
- LUMO (Ha) = 0.00449

```
101
Properties=species:S:1:pos:R:3:forces:R:3:mulliken_charge:R:1
C 3.982 -0.442 2.074 2.1 -1.5 -1.4 -1.305
C 3.360 0.879 2.136 -0.8 1.3 0.1 0.157
O 2.142 0.764 2.826 -0.6 -2.0 0.6 -0.408
H 4.019 -0.952 3.022 -0.2 0.1 0.6 0.438
H 5.063 -0.361 1.763 -1.0 0.0 0.1 0.377
H 3.512 -1.150 1.373 -0.1 0.4 0.1 0.029
H 3.185 1.431 1.211 0.2 -0.5 -0.6 -0.089
H 3.953 1.563 2.698 1.1 0.5 0.6 0.537
H 1.714 1.604 2.852 -0.4 0.9 -0.2 0.272
C -2.148 1.032 2.955 2.4 -0.4 -0.7 -1.165
C -0.918 0.713 3.849 -1.4 0.9 -0.3 -0.140
O -0.382 -0.570 3.585 0.1 -0.1 0.5 -0.540
H -2.259 2.085 2.877 -0.4 1.1 0.3 0.580
H -3.011 0.586 3.341 -1.4 -0.7 0.3 0.413
H -1.957 0.714 1.913 -0.2 -0.1 0.6 0.031
H -1.266 0.780 4.895 0.5 0.1 -0.3 0.604
H -0.165 1.477 3.649 0.2 -0.3 0.3 -0.136
H -0.738 -1.149 4.266 0.1 -0.3 -0.2 0.310
C -0.439 0.253 -1.066 2.1 -0.7 -1.2 -1.449
C 0.348 -0.014 0.194 0.8 -0.6 -2.9 2.947
O -0.432 -0.856 0.918 -0.5 -1.7 2.8 2.607
H 0.107 0.778 -1.802 1.0 1.3 -0.4 0.596
H -1.307 0.801 -0.944 -1.8 1.1 0.7 0.422
H -0.641 -0.571 -1.730 -0.3 -1.2 0.6 -0.429
H 0.484 0.872 0.734 0.6 1.5 0.7 -1.431
H 1.346 -0.510 0.026 -0.6 0.8 -0.2 -0.332
H -0.057 -0.759 1.826 -0.9 -0.6 0.0 -1.065
C 2.291 3.042 -1.283 7.1 1.4 4.7 0.326
O 3.434 3.242 -0.568 -4.2 -1.1 -3.6 -0.805
N 1.181 3.098 -0.640 -3.7 0.1 3.3 0.448
N 2.202 2.825 -2.556 -1.6 -0.8 -4.4 -0.185
H 1.220 3.089 0.383 0.8 0.2 -1.0 -0.012
H 0.232 2.948 -0.954 0.3 -0.1 -0.8 -0.232
H 2.978 2.752 -3.186 0.5 0.4 0.4 0.307
H 1.227 2.763 -2.981 1.8 0.4 1.1 0.394
C -2.011 -3.336 2.515 -0.9 -0.7 -0.1 0.308
O -2.730 -2.116 2.470 -0.4 -0.4 0.8 -0.612
H -2.428 -4.003 3.323 0.0 0.7 -1.1 0.398
H -0.983 -3.230 2.769 1.0 0.4 0.1 -0.571
H -2.040 -3.802 1.509 -0.1 -0.2 0.6 -0.034
H -2.219 -1.447 2.018 0.4 0.1 -0.2 -0.039
C -0.040 3.583 1.998 -0.3 0.7 0.2 -0.792
O 1.291 3.129 2.191 0.1 0.9 1.2 -0.796
H -0.564 3.761 2.920 -0.1 0.0 0.7 0.388
H -0.620 2.823 1.494 0.1 0.1 -0.6 0.019
H 0.027 4.548 1.487 -0.5 -0.3 -0.4 0.461
H 1.686 3.774 2.813 0.1 -0.6 -0.7 0.311
C -3.108 0.556 -2.887 -1.2 -0.6 1.1 0.576
O -4.390 0.195 -3.464 0.8 -0.4 0.2 -0.611
H -2.437 1.186 -3.431 0.0 0.0 -1.5 -0.259
H -2.621 -0.377 -2.646 0.6 0.0 0.2 -0.162
H -3.229 1.140 -1.967 -0.4 -0.4 0.1 0.168
H -4.510 -0.768 -3.271 0.1 1.4 -0.3 0.401
C 0.173 2.215 -4.834 -1.8 1.5 0.7 -0.894
O -0.345 2.555 -3.527 0.0 -0.2 -0.1 -0.839
H 0.975 2.896 -5.051 0.0 0.7 -0.8 0.365
H -0.699 2.174 -5.486 0.6 0.3 -0.6 0.414
H 0.591 1.281 -4.776 0.9 -2.6 0.1 0.202
H -1.229 2.905 -3.632 -0.1 0.2 0.1 0.385
C 3.381 -0.208 -2.003 -0.5 2.8 -0.9 -0.560
O 2.338 -0.078 -2.987 0.6 -2.3 0.6 -0.619
H 3.560 -1.198 -1.831 0.7 -2.7 0.0 0.488
H 3.099 0.197 -1.054 -0.4 0.6 0.6 0.041
H 4.264 0.354 -2.316 0.2 -0.4 0.0 0.314
H 2.232 0.826 -3.166 -0.3 1.8 -0.1 0.244
C 1.179 -3.543 -3.421 -0.1 -0.4 -3.0 -0.418
O 0.824 -2.233 -3.842 -1.5 -1.8 -0.9 -0.525
H 0.658 -3.899 -2.572 -0.3 -0.1 1.1 0.043
H 2.257 -3.627 -3.368 0.3 -0.2 0.5 0.319
H 0.872 -4.255 -4.264 0.4 1.0 1.0 0.260
H 1.274 -1.579 -3.357 1.2 1.4 1.1 0.431
C 1.933 -3.543 0.014 -0.9 -0.3 -1.1 -0.390
O 0.872 -3.435 0.976 1.0 -0.6 -0.6 -0.533
H 1.739 -2.861 -0.848 0.4 -0.1 0.7 -0.183
H 1.970 -4.539 -0.465 -0.4 0.2 0.5 0.403
H 2.921 -3.414 0.422 0.4 0.5 0.4 0.325
H 0.566 -2.529 0.916 -0.4 0.3 0.1 -0.054
C -1.756 -3.134 -1.306 0.5 0.7 1.4 -0.676
O -3.060 -3.654 -1.197 -0.4 -1.5 0.4 -0.582
H -1.521 -2.524 -0.391 -0.1 -0.2 -0.9 0.240
H -1.646 -2.530 -2.205 -0.2 0.0 0.0 0.129
H -1.000 -3.907 -1.317 0.2 -0.4 -0.2 0.532
H -3.015 -4.482 -0.654 -0.1 1.2 -0.8 0.370
C -1.695 4.893 -1.042 2.4 -0.6 1.3 -0.945
O -1.795 3.532 -0.669 -1.8 -1.0 -0.4 -0.278
H -1.345 5.405 -0.142 -0.3 0.5 -0.3 0.179
H -2.566 5.289 -1.430 -1.9 0.9 -0.6 0.532
H -0.913 4.968 -1.777 0.4 0.2 -0.5 0.253
H -2.734 3.264 -0.798 1.1 0.0 0.3 0.306
C -4.464 -0.911 0.046 1.0 -1.1 -1.3 -0.475
O -3.570 0.153 0.220 0.5 0.7 0.7 -0.485
H -4.511 -1.103 -1.023 -0.3 -0.4 -0.3 0.030
H -5.436 -0.678 0.366 -1.2 0.8 0.6 0.403
H -4.157 -1.836 0.527 0.1 0.1 0.2 0.111
H -2.686 -0.150 -0.028 -0.2 -0.1 0.1 0.004
C 1.853 -2.910 4.365 -0.3 -0.7 -1.3 -0.231
O 2.189 -1.580 4.647 -0.7 0.5 0.0 -0.551
H 2.708 -3.359 3.847 -0.2 -0.3 -0.1 0.245
H 0.950 -3.078 3.702 0.9 0.6 0.6 -0.197
H 1.662 -3.487 5.256 0.1 0.0 0.6 0.339
H 1.765 -1.014 3.976 0.3 0.1 0.4 0.308
```
Positions in Å, forces in eV/Å.



Entry 2:
The following is a quantum chemistry calculation of 3 unconnected molecules or ions with the total composition C4H15N2O3 at a distorted geometry, from OMol25.

## Properties
- orbital gap (eV) = 10.530
- LUMO (Ha) = -0.10745
- total charge = +1

```
24
Properties=species:S:1:pos:R:3:forces:R:3:mulliken_charge:R:1
N 0.601 -1.431 -0.627 -0.6 -3.9 3.5 -0.316
C 0.022 -0.335 0.364 -1.0 -1.0 0.2 0.333
C 1.076 0.538 0.938 3.6 0.4 -2.5 -1.043
C 2.245 -0.222 1.601 2.0 1.5 -0.1 0.089
O 2.521 -1.389 1.421 -0.7 0.8 0.2 -0.498
C -1.091 0.468 -0.402 0.3 -1.5 -0.7 -0.572
N -2.165 -0.454 -0.891 1.0 2.5 -3.6 -0.582
H -0.013 -2.388 -0.509 1.7 3.1 -0.2 0.444
H 1.612 -1.767 -0.386 -2.0 1.1 -0.3 0.377
H 0.468 -1.213 -1.584 0.2 0.9 -1.6 0.329
H -0.342 -0.868 1.332 -0.1 0.4 -2.3 0.229
H 1.486 1.399 0.230 -0.1 -2.2 0.5 0.351
H 0.815 1.250 1.625 -1.9 1.1 2.3 0.463
H 3.009 0.486 2.219 -1.7 -1.5 -1.0 0.295
H -1.329 1.232 0.289 -0.9 0.5 0.5 0.165
H -0.714 1.065 -1.256 0.3 -0.9 0.2 0.454
H -2.673 -0.016 -1.794 1.4 -1.4 3.1 0.278
H -2.816 -0.688 -0.200 -1.2 -0.2 1.1 0.216
H 1.498 0.550 -2.888 1.8 3.3 0.8 0.302
H 0.248 0.139 -3.755 0.0 0.7 -0.3 0.319
O 0.982 -0.116 -3.205 -1.9 -4.0 -0.5 -0.649
H -1.690 1.034 3.259 0.0 -0.1 -0.7 0.291
H -2.118 1.790 1.933 1.3 -2.5 1.3 0.331
O -1.631 0.937 2.285 -1.6 2.8 0.2 -0.604
```
Positions in Å, forces in eV/Å.



Entry 3:
The following is a quantum chemistry calculation of a molecular structure, C40H54CrF4N2OPS, from OMol25.

## Properties
- orbital gap (spin up / spin down) (eV) = 6.844 / 8.799
- LUMO (spin up / spin down) (Ha) = -0.25203 / -0.19274
- total charge = +2
- spin multiplicity = 4

```
104
Properties=species:S:1:pos:R:3:forces:R:3:mulliken_charge:R:1
Cr -0.939 0.127 -0.701 0.2 0.0 0.1 -0.255
C -0.587 -1.033 -3.348 -0.1 -0.2 -0.1 -1.440
N -0.540 0.318 -2.751 -0.1 0.0 0.1 0.848
C 0.780 0.901 -3.060 0.1 0.1 0.1 -1.311
C -1.596 1.168 -3.391 -0.1 0.2 -0.2 -1.617
C -2.383 2.010 -2.387 -0.1 0.1 -0.2 -0.937
N -2.223 1.434 -1.062 0.0 -0.1 0.0 1.790
C -2.967 1.957 -0.014 -0.2 0.1 0.2 -0.178
C -2.849 1.288 1.202 -0.1 0.2 0.1 -0.673
F -1.983 0.198 1.182 -0.1 0.0 0.0 0.375
C -3.490 1.641 2.367 0.0 0.0 -0.1 -0.276
F -3.282 0.923 3.467 0.0 0.0 0.0 -0.284
C -4.335 2.738 2.359 0.1 -0.1 -0.2 -0.672
C -4.485 3.431 1.170 0.1 -0.1 -0.1 0.318
F -5.283 4.488 1.125 0.1 -0.1 0.0 -0.290
C -3.819 3.069 -0.003 0.0 -0.1 0.1 0.404
F -4.003 3.814 -1.099 0.0 -0.1 0.2 -0.386
H -0.419 -0.962 -4.424 0.0 0.0 0.0 0.518
H -1.566 -1.481 -3.159 0.2 0.1 -0.1 0.467
H 0.188 -1.649 -2.895 0.0 0.0 -0.1 0.051
H 0.932 0.901 -4.143 0.0 0.0 0.0 0.519
H 1.562 0.312 -2.593 0.0 0.0 0.0 -0.271
H 0.823 1.925 -2.695 0.0 0.0 0.0 0.515
H -2.263 0.513 -3.953 0.0 0.0 0.2 0.516
H -1.102 1.822 -4.115 -0.2 -0.1 0.0 0.281
H -3.443 1.993 -2.661 0.1 0.1 0.0 0.701
H -2.065 3.059 -2.403 0.0 -0.1 0.0 0.563
H -4.861 3.047 3.247 -0.1 0.0 0.1 0.593
C 5.190 -0.041 -1.078 0.1 0.0 -0.1 -0.918
C 4.355 -1.222 -0.560 0.0 0.0 0.0 -0.904
C 2.872 -0.866 -0.418 0.0 0.0 0.0 -0.524
C 2.730 0.563 0.125 0.0 0.0 0.2 1.468
C 3.305 1.603 -0.859 -0.1 0.1 -0.1 -0.477
C 4.321 0.971 -1.812 0.1 0.1 0.0 -0.788
P 1.012 0.886 0.705 0.0 -0.2 0.1 0.257
C 0.908 0.189 2.434 -0.1 0.1 0.0 0.782
C 2.130 0.535 3.325 0.1 0.1 -0.1 -1.304
C 3.058 -0.661 3.498 0.1 0.1 0.1 -0.190
C 2.356 -1.772 4.277 0.0 0.0 0.0 -0.967
C 0.865 -1.838 3.924 -0.1 -0.1 0.0 -1.160
C 0.607 -1.319 2.512 0.0 0.0 0.0 0.577
C 0.671 2.677 0.964 0.0 -0.1 0.1 0.741
C 1.670 3.419 1.875 0.0 0.1 0.1 -0.929
C 1.556 4.940 1.697 0.1 0.0 0.0 -0.978
C 0.115 5.345 1.424 0.0 0.1 0.0 -0.919
C -0.366 4.764 0.086 0.0 0.0 -0.1 -0.411
C 0.412 3.500 -0.296 0.0 0.0 -0.2 0.291
H 5.983 -0.403 -1.732 0.0 0.0 0.0 0.505
H 5.689 0.462 -0.247 0.0 0.0 0.0 0.335
H 4.736 -1.544 0.409 0.0 0.0 0.0 0.301
H 4.451 -2.079 -1.227 0.0 0.0 0.0 0.502
H 2.378 -1.588 0.231 0.0 0.0 0.0 -0.307
H 2.367 -0.946 -1.384 0.0 0.0 0.0 0.055
H 3.330 0.604 1.040 0.0 0.0 0.0 0.900
H 3.797 2.391 -0.286 0.0 0.0 0.0 0.496
H 2.518 2.099 -1.431 0.1 -0.1 0.1 -0.411
H 4.934 1.759 -2.253 0.0 0.0 0.0 0.582
H 3.815 0.480 -2.646 0.0 0.0 -0.1 0.239
H 0.036 0.716 2.845 0.1 0.0 0.0 0.487
H 1.757 0.834 4.305 0.0 0.0 0.1 0.586
H 2.679 1.397 2.950 0.0 -0.1 0.0 0.389
H 3.967 -0.354 4.015 0.0 0.0 0.0 0.649
H 3.373 -1.029 2.520 0.0 -0.1 -0.1 -0.338
H 2.469 -1.595 5.346 0.0 0.0 0.1 0.371
H 2.837 -2.728 4.070 0.0 0.0 0.0 0.379
H 0.277 -1.247 4.628 0.0 0.1 0.0 0.378
H 0.499 -2.863 4.010 0.0 0.0 0.0 0.429
H -0.431 -1.498 2.246 -0.2 0.0 -0.1 -0.100
H 1.218 -1.881 1.806 0.0 0.0 0.0 -0.307
H -0.292 2.621 1.498 0.0 0.0 0.0 0.099
H 2.692 3.105 1.661 0.1 0.0 0.0 0.161
H 1.469 3.157 2.915 0.0 0.0 0.0 0.336
H 2.190 5.272 0.872 0.0 0.0 0.0 0.361
H 1.935 5.433 2.590 0.0 0.0 0.0 0.556
H 0.016 6.429 1.418 0.0 0.0 0.0 0.555
H -0.516 4.989 2.241 0.0 0.0 0.1 0.316
H -0.262 5.502 -0.709 0.0 0.0 0.0 0.546
H -1.430 4.526 0.152 0.0 0.0 0.0 -0.145
H 1.365 3.769 -0.754 0.0 0.0 0.0 0.617
H -0.157 2.933 -1.039 0.1 0.1 0.1 -1.527
O -0.574 -1.830 -0.486 0.0 0.2 0.1 0.268
S -1.615 -2.817 0.114 0.1 -0.1 -0.1 0.391
C -0.891 -4.408 -0.173 0.0 0.0 0.0 0.445
C -1.503 -5.491 0.446 0.1 0.0 0.0 -0.582
C -0.976 -6.757 0.242 -0.1 0.1 0.0 -0.746
C 0.148 -6.920 -0.554 0.0 0.0 0.0 -0.548
C 0.757 -5.826 -1.149 -0.1 0.1 0.0 -0.908
C 0.238 -4.552 -0.964 0.0 -0.1 0.1 -0.039
C -2.947 -2.784 -1.045 -0.1 -0.1 -0.1 0.630
C -4.068 -2.066 -0.653 0.0 0.0 -0.1 -0.490
C -5.131 -1.946 -1.537 0.0 0.0 0.0 -0.714
C -5.060 -2.542 -2.786 0.0 0.0 0.0 -0.632
C -3.936 -3.269 -3.164 0.1 0.0 0.1 -0.473
C -2.869 -3.397 -2.294 -0.1 -0.1 0.1 -0.775
H -2.369 -5.352 1.075 -0.1 0.0 0.1 0.527
H -1.436 -7.612 0.714 0.0 0.0 0.0 0.453
H 0.558 -7.908 -0.704 0.0 -0.1 0.0 0.433
H 1.641 -5.962 -1.754 0.1 0.0 -0.1 0.461
H 0.708 -3.688 -1.401 0.1 0.2 -0.1 0.309
H -4.118 -1.629 0.332 0.0 0.1 0.2 0.571
H -6.016 -1.404 -1.243 -0.1 0.0 0.0 0.504
H -5.895 -2.459 -3.466 -0.1 0.0 0.0 0.456
H -3.905 -3.750 -4.130 0.0 0.0 -0.1 0.462
H -2.003 -3.984 -2.564 0.1 0.0 0.0 0.487
```
Positions in Å, forces in eV/Å.



What is the formula in the first record?
C18H66N2O15